Below is a 14-piece molecular cluster, C48H129N5O28 overall in a non-equilibrium geometry, with properties calculated with ωB97M-V/def2-TZVPD.

Its HOMO energy is -8.7 eV. The energy relative to the best compared isomer or geometry (same formula, charge and spin) comes out at 13.8 kcal/mol. As for the HOMO-LUMO gap: 8.70 eV. As for the lowest unoccupied orbital energy: 0.0423 eV.

```
210
Properties=species:S:1:pos:R:3:forces:R:3
C 6.26244 2.23890 1.63228 0.268 -0.678 0.226
O 5.75148 1.28431 0.75461 -1.329 0.485 -0.825
C 6.20903 -0.02831 0.79249 -1.727 -1.211 0.257
C 7.65472 -0.08270 0.43043 -0.141 -1.160 -1.764
N 8.14914 -1.46963 0.38008 -0.105 0.726 0.555
C 9.57836 -1.46869 0.14326 -0.007 0.083 -2.119
C 9.94272 -2.85242 -0.42549 1.045 -0.086 1.390
O 11.38328 -2.93275 -0.34178 -0.733 -0.179 -0.219
C 11.97211 -4.02757 -1.00762 1.040 -0.158 0.649
H 6.07113 1.92644 2.66114 0.325 0.110 0.248
H 5.73835 3.15195 1.44490 -0.403 0.572 -0.107
H 7.30937 2.40513 1.41177 0.400 0.200 0.410
H 5.47723 -0.56801 0.09149 1.413 0.424 0.739
H 6.04910 -0.49944 1.81910 0.191 0.511 -0.817
H 8.12675 0.51381 1.18956 0.923 0.436 0.152
H 7.79808 0.33021 -0.62117 -0.084 -0.073 1.418
H 8.02718 -1.92729 1.28893 -0.390 0.157 -0.368
H 10.21092 -1.04038 0.94260 -0.137 -0.766 0.070
H 9.74783 -0.79662 -0.71648 0.062 0.083 0.327
H 9.56712 -2.95934 -1.46029 0.209 0.058 0.392
H 9.48049 -3.63828 0.22348 0.289 0.280 -0.536
H 11.89334 -3.93237 -2.09034 -0.225 -0.160 -0.131
H 11.61058 -5.00967 -0.64815 -0.238 0.370 -0.259
H 13.06051 -4.01454 -0.74945 -0.813 0.142 -0.233
C -7.41302 -3.69897 6.86768 -1.746 0.112 1.077
O -6.12306 -4.03945 6.48471 -0.383 -0.228 0.507
C -5.80231 -3.46918 5.28042 -0.549 0.919 -2.620
C -4.34062 -3.76632 4.97592 -0.006 0.289 -1.122
N -3.85742 -3.12656 3.71618 -1.254 0.246 1.094
C -2.53642 -3.53955 3.28681 0.214 0.085 1.396
C -1.89478 -2.63005 2.29360 0.860 1.663 -0.766
O -2.60603 -2.78482 1.06234 0.202 -0.216 0.570
C -2.08842 -2.05036 -0.01398 0.823 -0.111 -0.430
H -7.62299 -2.62120 6.88804 0.736 0.245 0.280
H -7.54972 -4.10871 7.88061 -0.115 0.209 -0.392
H -8.29234 -4.00421 6.24495 1.040 -0.719 -0.108
H -6.07960 -2.34408 5.27789 0.796 -1.338 0.036
H -6.42405 -3.90609 4.44974 0.320 0.309 0.556
H -4.15715 -4.83755 4.95221 -0.276 -0.200 -0.272
H -3.81248 -3.42165 5.82888 0.998 0.486 0.995
H -3.92518 -2.12477 3.92120 0.455 -0.322 -0.568
H -2.59021 -4.54168 2.86836 -0.160 -0.144 -0.267
H -1.85163 -3.65036 4.14777 0.074 0.180 -0.023
H -0.80534 -2.87673 2.19006 -0.717 -0.356 -0.281
H -1.80141 -1.50852 2.54846 -0.753 -1.460 0.011
H -2.61289 -2.36958 -0.91040 -0.271 0.216 -0.047
H -1.02875 -2.29578 -0.20116 -0.134 0.076 0.206
H -2.15534 -0.97409 0.14139 -0.153 0.081 0.012
C 1.00489 -3.90887 -1.84473 0.375 -1.118 0.606
O -0.01869 -3.30207 -2.57897 -0.712 0.040 -0.728
C -0.48756 -4.04443 -3.72530 0.823 -0.986 0.384
C -1.71566 -3.33640 -4.19968 -1.315 0.235 -0.945
N -1.41504 -1.97169 -4.77667 -0.210 -1.353 1.644
C -2.55093 -1.40708 -5.49638 1.138 2.150 0.391
C -2.08759 -0.02421 -6.08127 -0.526 -0.409 0.938
O -3.12584 0.96042 -6.11667 1.704 -0.564 1.011
C -3.88129 0.83873 -7.24673 -0.901 -0.855 -1.441
H 1.85983 -4.16223 -2.52278 -0.576 -0.080 0.769
H 0.58211 -4.81882 -1.28885 0.749 0.860 -0.815
H 1.37129 -3.20746 -1.06201 -0.294 -0.273 -0.667
H -0.79961 -5.12191 -3.46187 0.639 1.388 -0.045
H 0.33759 -4.09920 -4.51484 -1.020 0.070 0.928
H -2.45533 -3.28860 -3.36457 0.541 0.236 -0.262
H -2.26894 -3.98039 -4.93559 0.780 0.660 0.190
H -1.26867 -1.40717 -3.91756 -0.203 0.016 -0.773
H -3.37897 -1.12250 -4.88923 -0.817 -0.125 0.987
H -2.92734 -2.09063 -6.21122 -0.054 -0.702 -0.999
H -1.71101 -0.22111 -7.05892 0.492 0.238 -1.007
H -1.29158 0.39366 -5.45424 -0.187 -0.234 -0.036
H -3.30132 1.06432 -8.19538 -0.614 -0.321 0.873
H -4.69577 1.52680 -7.12359 -0.422 0.510 -0.325
H -4.35793 -0.17984 -7.29294 0.454 0.629 -0.354
C -4.37153 8.97690 2.29010 -0.159 1.347 0.719
O -3.29470 9.04837 1.41151 1.795 -1.205 -0.032
C -2.10659 8.31407 1.93500 -1.418 1.908 -1.312
C -1.00508 8.63712 0.97335 -0.176 0.993 -1.564
N 0.17250 7.89016 1.31926 1.387 0.317 0.238
C 1.17894 7.70296 0.27816 -0.890 0.722 -0.763
C 2.15529 6.58985 0.55272 -0.048 1.477 0.656
O 1.43643 5.39469 0.70666 0.384 -0.264 0.135
C 2.11501 4.48906 1.54313 -1.599 -2.756 0.755
H -5.15194 9.68471 1.92174 0.441 -0.749 0.178
H -4.04466 9.36671 3.29156 -0.454 -0.509 -0.471
H -4.74140 7.96000 2.36279 -0.342 -0.197 0.225
H -2.21330 7.24253 1.89351 -0.644 -0.513 0.513
H -1.92146 8.73405 2.91241 0.214 -0.333 0.526
H -0.86982 9.76027 0.93086 0.269 -1.206 0.153
H -1.37412 8.34785 -0.05690 0.195 0.305 0.682
H -0.09006 6.97110 1.60145 -0.395 -0.600 0.415
H 1.74257 8.63335 0.08556 -0.223 -0.287 0.167
H 0.66079 7.45202 -0.67653 0.225 0.128 0.060
H 2.72067 6.83051 1.47385 -0.172 -0.255 -0.279
H 2.83788 6.59509 -0.29061 0.334 -0.512 -0.173
H 1.38979 3.58294 1.68560 1.433 1.525 -0.383
H 2.25862 4.84515 2.57389 0.185 0.382 -0.398
H 3.05200 4.08685 1.12023 -0.261 0.398 0.037
C -3.45025 0.18844 -2.39276 -0.225 0.961 -1.158
O -2.03823 0.23759 -2.60666 -0.222 -1.235 0.208
C -1.48509 1.27393 -1.86233 0.747 0.099 -0.722
C -0.00488 1.35708 -2.12361 0.798 -0.437 -0.127
N 0.61637 0.17105 -1.54936 -0.234 -0.993 0.172
C 2.02102 0.25052 -1.24633 1.244 -0.846 -1.267
C 2.29039 1.14950 -0.06454 1.299 0.706 -0.388
O 1.92500 0.51414 1.10503 -0.893 -0.690 1.556
C 2.83489 -0.31303 1.78893 0.721 -1.100 0.354
H -3.75628 0.51507 -1.36192 0.282 -0.846 -0.781
H -3.75970 -0.81113 -2.73850 -0.242 0.409 0.723
H -3.87910 0.94570 -3.10560 -0.052 -0.604 0.639
H -1.63295 1.08114 -0.81653 -0.149 0.094 0.700
H -1.99067 2.15084 -2.18984 -0.397 1.363 0.069
H 0.42719 2.27526 -1.66208 -0.400 -0.621 -0.192
H 0.25849 1.38554 -3.19423 -0.448 0.392 -0.026
H 0.35944 -0.72058 -2.03066 0.290 1.304 0.455
H 2.69937 0.55171 -2.09868 -0.720 0.191 0.308
H 2.38622 -0.79723 -1.07043 -0.273 0.860 0.286
H 1.67476 2.07114 -0.10222 0.388 -0.422 -0.179
H 3.36421 1.45053 0.04172 -0.641 -0.145 -0.503
H 2.20427 -1.01159 2.39075 0.611 0.673 -0.165
H 3.53562 0.27098 2.41831 -0.537 -0.169 -0.056
H 3.50723 -0.98364 1.18785 -0.856 0.695 -0.230
C 7.32841 -3.26984 3.96613 2.400 0.896 -0.974
C 5.98172 -3.55383 3.41336 0.176 0.169 -1.180
O 5.27409 -3.69966 4.61250 -2.869 0.209 -0.435
O 8.21630 -2.95837 2.82532 0.109 -0.551 0.991
H 7.69745 -4.13415 4.52133 0.053 0.063 -0.031
H 7.32125 -2.37807 4.63138 -0.268 -0.648 -0.337
H 5.93933 -4.53998 2.84421 0.225 1.399 0.248
H 5.69512 -2.64369 2.74218 0.006 -1.618 1.057
H 4.32244 -3.72457 4.34239 1.053 -0.082 0.816
H 9.16049 -3.06841 3.05164 -0.829 0.014 0.106
C -4.54532 -5.54149 -0.11029 0.430 0.118 0.396
C -4.08957 -5.22482 -1.50876 -0.123 -2.258 0.524
O -5.10806 -4.68253 -2.24522 0.479 2.170 -1.653
O -4.90228 -4.40262 0.67111 -1.102 -0.963 -0.647
H -3.87328 -6.18011 0.44300 0.968 0.056 0.134
H -5.34557 -6.25861 -0.27030 -1.053 0.540 0.406
H -3.80498 -6.20353 -1.94323 0.279 0.182 0.058
H -3.25810 -4.57988 -1.57668 1.067 0.879 0.103
H -5.94370 -5.05188 -2.06149 -1.561 -0.805 0.639
H -4.14201 -3.83164 0.80293 0.669 0.300 0.224
C -6.14610 1.57569 0.55469 0.307 0.315 -0.787
C -6.76534 2.18798 1.83137 -0.045 -0.218 -2.017
O -8.09338 2.63641 1.65103 -0.171 -0.715 1.546
O -5.88027 2.51916 -0.50778 -1.715 -0.771 0.114
H -6.70120 0.79718 0.06365 -0.818 -0.265 0.137
H -5.19910 1.10169 0.72773 0.671 -0.360 0.928
H -6.06651 2.98712 2.03425 0.031 0.568 0.779
H -6.87997 1.48926 2.63983 0.613 -0.409 0.339
H -8.20817 3.12400 0.86695 0.177 0.935 -1.613
H -5.23793 3.14643 -0.21275 0.923 0.766 0.503
C 2.30405 -0.69748 -6.91138 -1.257 -1.226 -0.617
C 1.90663 -1.99026 -6.18583 0.285 0.307 -0.713
O 1.48726 -1.76381 -4.83247 1.033 -0.122 -0.924
O 3.19758 -1.06719 -7.93100 0.463 -0.083 -0.895
H 2.83190 -0.14163 -6.22124 0.740 1.731 1.673
H 1.41911 -0.18379 -7.31904 0.258 0.126 0.234
H 2.83980 -2.56050 -6.23376 -0.173 -0.265 0.578
H 1.20129 -2.51189 -6.85440 -0.233 -0.063 0.797
H 0.53385 -1.86238 -4.75666 -0.713 -0.019 -0.318
H 3.77015 -0.32051 -8.15280 -0.289 -0.244 0.062
C -8.21996 -3.03279 -0.31409 -0.500 -0.545 -0.954
C -7.47741 -1.97691 -1.13336 0.037 -0.583 -0.661
O -6.17166 -1.81072 -0.67222 1.635 -1.127 0.315
O -7.54768 -4.29194 -0.23135 0.323 0.509 -0.735
H -9.20609 -3.21787 -0.78499 0.369 0.138 0.495
H -8.28949 -2.74479 0.70990 -0.617 0.932 0.730
H -7.92842 -0.98836 -1.02955 -0.398 -0.189 -0.170
H -7.40682 -2.27471 -2.20840 -0.545 0.197 0.534
H -5.70463 -2.67953 -0.81036 -0.424 1.195 0.168
H -6.71170 -4.04677 0.19950 0.199 -0.648 0.190
C 5.89656 -2.62288 -2.84196 -0.537 1.219 -0.404
C 4.71175 -1.67044 -3.23442 -0.077 -1.420 0.926
O 3.55840 -2.55520 -3.01665 0.880 1.213 -0.506
O 7.13022 -1.92613 -2.72440 -0.412 -0.266 -1.327
H 5.97524 -3.44799 -3.55253 0.108 0.255 -0.259
H 5.58637 -3.08514 -1.91722 0.032 -0.057 0.557
H 4.77031 -1.26969 -4.26130 -0.031 -0.392 0.279
H 4.66377 -0.80645 -2.53494 0.123 -0.455 -0.309
H 2.83834 -2.23400 -3.57960 -0.274 -0.011 -0.071
H 7.37782 -1.85871 -1.81680 0.210 0.005 1.356
C -2.10351 5.41429 -0.65095 0.189 0.255 -0.456
C -3.58003 5.43604 -0.30585 0.263 1.249 1.038
O -3.89750 4.24830 0.35895 -1.233 -0.607 -1.048
O -1.38464 5.11763 0.52662 1.746 0.467 0.224
H -1.72887 6.38930 -1.03937 -0.510 -0.613 -0.123
H -1.89184 4.57889 -1.35474 -0.375 0.650 -0.030
H -4.13945 5.51223 -1.21033 -0.523 -0.365 -0.778
H -3.94836 6.33225 0.28865 0.966 -0.763 -0.396
H -3.43680 4.13747 1.17730 0.743 0.166 1.113
H -0.42460 5.27624 0.32388 -0.850 -0.365 0.508
C 1.66178 1.34822 4.35718 0.870 1.382 0.592
C 0.83653 0.20704 4.86104 -0.443 0.311 -1.208
O 0.70105 0.38802 6.24492 -0.644 -0.982 1.172
O 3.03074 1.31713 4.80944 -0.375 0.349 -2.609
H 1.24086 2.32603 4.72750 -0.013 -0.864 -0.617
H 1.75534 1.30439 3.29676 -0.479 0.284 -0.804
H 1.30556 -0.74600 4.48259 -0.510 0.503 0.880
H -0.14214 0.36160 4.38864 0.122 -0.506 -0.178
H -0.12636 -0.03476 6.57243 1.075 0.407 -0.443
H 2.90756 1.06102 5.67502 0.340 -0.797 3.364
C -1.03461 1.96764 1.68399 -1.505 0.599 0.243
C -1.70076 2.46072 2.96259 0.001 1.082 0.275
O -2.08700 3.85164 2.82553 0.574 -0.166 -0.751
O -0.70676 0.63073 1.84923 -0.399 -0.817 -0.127
H -0.14420 2.52068 1.42103 0.212 0.529 0.163
H -1.79476 2.22199 0.90577 0.527 -0.721 -0.055
H -1.00942 2.34220 3.80503 -0.039 0.150 0.004
H -2.62873 1.91270 3.22874 0.568 0.030 -0.470
H -1.57080 4.27855 2.08239 -0.665 -0.637 0.973
H 0.19951 0.50007 1.53625 0.210 -0.195 -0.249
```
Positions in Å, forces in eV/Å.